[1]
{"formula": "C19H29N3O3S", "method": "ωB97M-V/def2-TZVPD", "homo_lumo_gap_ev": 8.61, "symbols": ["C", "H", "H", "C", "C", "C", "C", "N", "S", "O", "O", "C", "C", "C", "C", "C", "C", "H", "H", "N", "C", "O", "C", "N", "C", "C", "C", "C", "C", "H", "H", "H", "H", "H", "H", "H", "H", "H", "H", "H", "H", "H", "H", "H", "C", "H", "H", "H", "H", "H", "H", "H", "H", "H", "H"], "coordinates": [[5.5149, -4.4714, 2.3932], [6.4412, -4.2951, 2.6349], [5.3989, -5.2472, 1.5171], [4.8515, -3.2430, 1.8530], [5.7221, -2.6305, 0.5555], [5.0697, -1.2566, 0.3535], [3.6942, -1.4603, 0.0144], [2.7737, -2.4173, 0.9404], [2.2066, -1.4218, 2.1893], [1.7040, -2.1330, 3.1989], [3.0420, -0.3601, 2.7475], [0.8188, -0.7388, 1.3965], [-0.0832, -1.3987, 0.6271], [-1.3085, -0.8428, 0.2433], [-1.3538, 0.4416, -0.0443], [-0.2559, 1.4334, 0.6594], [0.8135, 0.9258, 1.1370], [1.5876, 1.4791, 1.6818], [-0.5942, 2.3948, 0.4659], [-2.4061, 1.2057, -0.4805], [-3.4484, 0.5007, -1.2983], [-3.6078, -0.5684, -1.2083], [-4.4933, 1.6558, -1.6615], [-3.7193, 3.0167, -1.7942], [-4.7717, 3.8476, -1.8460], [-5.6499, 4.3434, -3.0213], [-4.6497, 4.5117, -4.4131], [-4.0083, 3.1329, -4.3741], [-2.9019, 3.0653, -3.1244], [-2.4011, 2.1796, -3.2892], [-2.4039, 3.7766, -3.0686], [-3.2111, 3.2061, -5.4030], [-4.5446, 2.3373, -4.5788], [-5.3279, 4.5644, -5.2336], [-4.0605, 5.3400, -4.2591], [-6.3105, 5.1923, -2.6896], [-6.3164, 3.3534, -3.1837], [-5.1483, 4.1989, -0.7046], [-3.9745, 4.9576, -1.6729], [-4.8964, 1.2268, -2.4844], [-5.1949, 1.9651, -0.9973], [-2.3241, 2.2512, -0.3728], [-1.9088, -1.4859, -0.2151], [0.0709, -2.4098, 0.8906], [3.4720, -3.6499, 1.4813], [2.7535, -3.8172, 2.1391], [3.4516, -4.1121, 0.5268], [2.9719, -0.5099, -0.3564], [3.3886, -2.3078, -0.9589], [5.0240, -0.6570, 1.3240], [5.4278, -0.8831, -0.4886], [6.6235, -2.4253, 1.0911], [5.5127, -3.2847, -0.1691], [4.8472, -2.4273, 2.7371], [4.9506, -4.8378, 3.1531]], "nbo_charge": [-0.58, 0.20, 0.18, -0.20, -0.39, -0.51, -0.21, -0.67, 2.34, -0.98, -0.96, -0.36, -0.14, -0.33, 0.24, -0.22, -0.18, 0.24, 0.19, -0.69, 0.74, -0.50, -0.34, -0.47, -0.23, -0.44, -0.39, -0.38, -0.14, 0.20, 0.15, 0.18, 0.20, 0.21, 0.21, 0.24, 0.18, 0.25, 0.13, 0.19, 0.22, 0.44, 0.23, 0.22, -0.26, 0.24, 0.21, 0.25, 0.19, 0.25, 0.22, 0.23, 0.21, 0.22, 0.21]}

=====

[2]
{"formula": "C3H9NO2S", "method": "ωB97M-V/def2-TZVPD", "homo_lumo_gap_ev": 9.39, "smiles": "CSCC(N)=O.O", "symbols": ["C", "S", "C", "C", "N", "O", "H", "H", "H", "H", "H", "H", "H", "O", "H", "H"], "coordinates": [[0.0000, 0.0000, 0.0000], [0.3886, 1.7197, -0.2398], [2.1103, 1.6346, -0.7779], [3.0219, 1.6196, 0.4130], [2.7282, 2.3082, 1.5263], [4.0432, 1.0494, 0.3002], [0.0937, -0.6729, -0.8689], [-1.0645, 0.0647, 0.2817], [0.5614, -0.4349, 0.8440], [2.2631, 0.6308, -1.2189], [2.4578, 2.3829, -1.5160], [1.9861, 3.0075, 1.6082], [3.4390, 2.2285, 2.2576], [2.5039, 0.2048, 2.6686], [3.2983, 0.7657, 2.8190], [2.7463, -0.3695, 1.9073]], "nbo_charge": [-0.76, 0.20, -0.65, 0.66, -0.80, -0.63, 0.22, 0.24, 0.22, 0.25, 0.26, 0.42, 0.37, -0.93, 0.45, 0.47]}

=====

[3]
{"formula": "C5H13O5P", "method": "ωB97M-V/def2-TZVPD", "homo_lumo_gap_ev": 9.87, "smiles": "OCC(CO)(CO)[C@H](O)OP", "symbols": ["O", "C", "C", "C", "O", "C", "O", "C", "O", "O", "P", "H", "H", "H", "H", "H", "H", "H", "H", "H", "H", "H", "H", "H"], "coordinates": [[-1.1558, 0.9446, -1.9309], [-1.0795, 1.1226, -0.5330], [0.1991, 0.4001, 0.0413], [1.5525, 0.8574, -0.5746], [2.3794, 1.5595, 0.3138], [0.2013, 0.6083, 1.5517], [1.2991, -0.1844, 2.1246], [0.2399, -1.1102, -0.1267], [0.5042, -1.4778, -1.4524], [-0.8666, -1.8707, 0.2206], [-1.9925, -2.1186, -0.9544], [-1.8751, 0.3145, -2.1735], [-1.8078, 0.6257, 0.0756], [-0.9977, 2.1357, -0.2338], [1.4752, 1.6742, -1.3667], [2.1065, -0.0480, -0.9547], [2.6633, 0.9349, 1.0788], [-0.8760, 0.2184, 2.0010], [0.3053, 1.6311, 1.8819], [1.1526, -0.3962, 2.9997], [1.1096, -1.3196, 0.5244], [1.0180, -0.8424, -1.8464], [-2.8168, -2.7389, 0.1414], [-2.7384, -0.9201, -0.8078]], "nbo_charge": [-0.72, -0.06, -0.20, -0.07, -0.73, -0.06, -0.76, 0.37, -0.72, -0.80, 0.67, 0.49, 0.18, 0.18, 0.21, 0.15, 0.49, 0.18, 0.20, 0.48, 0.19, 0.47, -0.05, -0.12]}

=====

[4]
{"formula": "C3H7N3O", "method": "ωB97M-V/def2-TZVPD", "homo_lumo_gap_ev": 10.69, "smiles": "[H]/N=C/NC(=O)NC", "symbols": ["H", "N", "C", "N", "C", "O", "N", "C", "H", "H", "H", "H", "H", "H"], "coordinates": [[-3.5567, 1.0802, -0.6632], [-2.8743, 0.8444, 0.0525], [-2.1457, -0.1152, -0.3373], [-1.1270, -0.5817, 0.5024], [0.1402, -0.6631, -0.1039], [0.2822, -1.1136, -1.2247], [1.1624, -0.1652, 0.6645], [2.4092, 0.2067, 0.0172], [-2.1855, -0.6408, -1.2935], [-1.1717, -0.1220, 1.4041], [0.8985, 0.3885, 1.4666], [2.4883, -0.3793, -0.9003], [3.2639, -0.0131, 0.6654], [2.4161, 1.2743, -0.2499]], "nbo_charge": [0.35, -0.68, 0.28, -0.65, 0.79, -0.63, -0.62, -0.42, 0.19, 0.39, 0.38, 0.24, 0.20, 0.19]}

=====

[5]
{"formula": "C9H9BrO2", "method": "ωB97M-V/def2-TZVPD", "homo_lumo_gap_ev": [8.09, 4.12], "symbols": ["C", "C", "C", "C", "C", "C", "C", "C", "C", "O", "O", "Br", "H", "H", "H", "H", "H", "H", "H", "H", "H"], "coordinates": [[-2.4591, 0.2929, -1.3460], [-2.0506, 1.4352, -0.6924], [-1.6421, -0.8815, -1.3761], [-0.8170, 1.4135, -0.0579], [-0.3787, -0.8642, -0.7936], [0.0429, 0.3460, -0.1666], [2.2858, 1.4541, 0.3166], [1.8943, -0.8821, 1.0402], [1.3824, 0.2978, 0.3629], [3.4869, 1.5266, 0.6872], [1.1493, -1.9054, 1.5046], [-2.3774, -2.1539, 2.1925], [-3.2431, 0.1701, -2.0316], [-2.5032, 2.4482, -0.6515], [-1.8196, -1.8140, -1.9623], [-0.6737, 2.2871, 0.6140], [0.2782, -1.6715, -1.0764], [1.9838, 2.3535, -0.0963], [2.6731, -1.3520, 0.2845], [2.6689, -0.6168, 1.9172], [0.1187, -1.8836, 1.3310]], "nbo_charge": [-0.22, -0.19, -0.20, -0.19, -0.22, -0.10, 0.30, -0.11, 0.00, -0.53, -0.73, 0.01, 0.22, 0.23, 0.22, 0.23, 0.23, 0.13, 0.20, 0.23, 0.49]}

=====

[6]
{"formula": "C39H57N6O5S2Y", "method": "ωB97M-V/def2-TZVPD", "homo_lumo_gap_ev": 9.40, "charge": 2, "symbols": ["Y", "C", "C", "C", "C", "C", "C", "N", "C", "C", "N", "C", "C", "O", "O", "C", "C", "C", "C", "C", "C", "N", "C", "C", "N", "C", "C", "O", "O", "H", "H", "H", "H", "H", "H", "H", "H", "H", "H", "H", "H", "H", "H", "H", "H", "H", "H", "H", "H", "H", "H", "H", "H", "H", "H", "H", "H", "H", "H", "H", "H", "H", "H", "H", "H", "H", "H", "H", "N", "C", "S", "N", "C", "C", "C", "C", "C", "C", "H", "H", "H", "H", "H", "H", "H", "H", "O", "S", "C", "C", "C", "C", "C", "C", "C", "C", "C", "C", "C", "C", "H", "H", "H", "H", "H", "H", "H", "H", "H", "H"], "coordinates": [[0.0759, -0.0265, -0.1355], [0.3324, 1.1582, 5.4354], [-0.3848, 0.7771, 4.1391], [-1.7071, 1.5696, 4.0706], [-2.9512, 0.9500, 3.4051], [-3.9869, 2.0338, 3.1459], [-3.5243, -0.1679, 4.2647], [-2.5426, 0.4266, 1.9962], [-3.0755, -0.8939, 1.4777], [-2.1311, -2.0373, 1.7876], [-0.9602, -2.1643, 0.8829], [-1.4287, -2.7220, -0.4343], [-0.5989, -2.4121, -1.7023], [-0.8656, -3.0244, -2.6984], [0.3191, -1.4622, -1.5751], [-0.0168, -3.2030, 1.4856], [0.1620, -3.0781, 2.9914], [1.3111, -3.3397, 0.7379], [2.4985, -2.3731, 0.9700], [3.2501, -2.6909, 2.2673], [3.4689, -2.5953, -0.1916], [2.0650, -0.9109, 0.8975], [2.6221, 0.0475, 1.8872], [1.7905, 0.3018, 3.1324], [0.4726, 0.9348, 2.9074], [0.6230, 2.3599, 2.5202], [-0.4155, 2.7646, 1.4787], [-1.0904, 3.7612, 1.5593], [-0.5502, 1.8287, 0.5675], [-0.3216, 0.9573, 6.2849], [0.5771, 2.2231, 5.4598], [1.2479, 0.5938, 5.5972], [-0.6162, -0.2941, 4.1917], [-1.5427, 2.5692, 3.6654], [-2.0182, 1.7377, 5.1020], [-4.2864, 2.4767, 4.0961], [-4.8835, 1.6211, 2.6748], [-3.5712, 2.8275, 2.5189], [-3.7280, 0.2591, 5.2463], [-2.8303, -0.9977, 4.4116], [-4.4689, -0.5594, 3.8884], [-2.7738, 1.1511, 1.3122], [-1.5195, 0.4300, 1.9839], [-3.2399, -0.7487, 0.4140], [-4.0399, -1.0644, 1.9436], [-2.7026, -2.9726, 1.7976], [-1.7592, -1.8905, 2.7969], [-2.4407, -2.3738, -0.6410], [-1.4799, -3.8131, -0.4095], [-0.5300, -4.1567, 1.3194], [0.4502, -2.0727, 3.2982], [0.9501, -3.7615, 3.3027], [-0.7274, -3.3647, 3.5504], [1.1241, -3.3894, -0.3331], [1.6853, -4.3354, 0.9912], [3.4041, -3.7697, 2.3180], [2.7332, -2.3931, 3.1771], [4.2397, -2.2331, 2.2777], [3.8009, -3.6341, -0.2264], [4.3569, -1.9678, -0.0675], [2.9904, -2.3606, -1.1468], [2.4619, -0.5954, 0.0082], [2.7638, 0.9900, 1.3557], [3.6104, -0.2692, 2.2200], [2.4114, 0.9276, 3.7845], [1.6302, -0.6261, 3.6784], [1.6021, 2.5040, 2.0592], [0.5685, 3.0321, 3.3772], [2.8884, 1.6839, -3.7309], [3.1204, 1.3881, -2.4603], [1.9227, 1.7644, -1.2766], [4.2876, 0.8378, -2.1163], [5.3869, 0.5472, -2.9997], [5.1878, -0.2753, -4.0995], [6.2612, -0.5567, -4.9348], [7.5187, -0.0406, -4.6558], [7.7073, 0.7580, -3.5346], [6.6393, 1.0606, -2.7029], [2.0171, 2.1357, -3.9555], [3.6138, 1.6246, -4.4292], [4.4680, 0.8471, -1.1254], [4.2190, -0.7237, -4.2852], [6.1158, -1.1969, -5.7950], [8.3547, -0.2656, -5.3042], [8.6872, 1.1564, -3.3083], [6.7753, 1.6987, -1.8376], [-1.9659, 0.2990, -1.1529], [-2.3026, -0.0057, -2.6325], [-4.0618, 0.0467, -2.7209], [-4.6440, -0.5968, -3.8037], [-6.0261, -0.5821, -3.9198], [-6.7981, 0.0519, -2.9551], [-6.1960, 0.6813, -1.8708], [-4.8143, 0.6828, -1.7432], [-1.8044, 1.4539, -3.4744], [-1.9803, 2.6970, -2.8741], [-1.5734, 3.8230, -3.5638], [-1.0124, 3.6977, -4.8350], [-0.8359, 2.4488, -5.4132], [-1.2231, 1.3022, -4.7240], [-4.0350, -1.1062, -4.5423], [-6.4964, -1.0757, -4.7598], [-7.8762, 0.0541, -3.0473], [-6.8032, 1.1825, -1.1281], [-4.3283, 1.1945, -0.9216], [-2.4013, 2.7734, -1.8793], [-1.6964, 4.7997, -3.1150], [-0.7136, 4.5882, -5.3736], [-0.3983, 2.3613, -6.3993], [-1.0738, 0.3160, -5.1478]], "mulliken_charge": [0.43, -1.78, 0.53, -1.77, 1.72, -1.94, -1.77, 1.82, -0.47, -1.10, 1.67, -0.90, 0.05, -0.68, -0.50, 0.26, -2.69, -2.48, 1.58, -1.97, -1.87, 0.91, -1.84, -1.46, 1.13, -1.15, 0.30, -0.68, -0.30, 0.55, 0.35, 0.34, -0.15, 0.28, 0.84, 0.45, 0.36, 0.48, 0.46, 0.33, 0.54, 0.65, -1.70, -0.13, 0.53, 0.43, 0.00, 0.68, 0.50, 0.69, 0.71, 0.48, 0.56, 0.64, 0.67, 0.42, 0.35, 0.48, 0.49, 0.38, 0.47, 0.33, 0.77, 0.51, 0.35, 0.90, 0.84, 0.27, -0.26, 0.50, -0.59, 0.21, 0.11, -0.08, -0.73, -0.52, -0.52, -0.57, 0.09, 0.30, 0.28, 0.53, 0.40, 0.42, 0.40, 0.44, -0.13, -0.01, 0.85, -0.52, -0.80, -0.55, -0.94, 0.13, 0.73, 0.10, -0.80, -0.52, -0.87, -0.43, 0.51, 0.43, 0.43, 0.46, 0.30, 0.25, 0.48, 0.43, 0.47, 0.48]}

=====

[7]
{"formula": "C10H20NO2S", "method": "ωB97M-V/def2-TZVPD", "homo_lumo_gap_ev": 8.48, "charge": 1, "symbols": ["C", "C", "S", "C", "C", "C", "C", "C", "N", "C", "C", "C", "O", "O", "H", "H", "H", "H", "H", "H", "H", "H", "H", "H", "H", "H", "H", "H", "H", "H", "H", "H", "H", "H"], "coordinates": [[-2.6445, 2.2542, -2.0373], [-2.1146, 1.6249, -0.9985], [-2.3950, -0.1128, -0.8840], [-2.2026, -0.4528, 0.8705], [-0.8763, -0.0768, 1.5554], [0.0285, -1.2940, 1.7711], [1.3372, -0.9510, 2.4729], [2.4168, -0.3864, 1.5497], [3.7057, -0.3414, 2.2401], [-1.0665, -0.9388, -1.7973], [0.3413, -0.3762, -1.6429], [0.5682, 0.9169, -2.3793], [0.9195, 1.9151, -1.8255], [0.3122, 0.8339, -3.6950], [-3.1630, 1.7257, -2.8276], [-2.5719, 3.3285, -2.1321], [-1.4936, 2.0945, -0.2500], [-3.0230, 0.1289, 1.2928], [-2.4287, -1.5057, 1.0280], [-1.1366, 0.3150, 2.5381], [-0.3507, 0.7112, 1.0171], [0.2394, -1.7953, 0.8216], [-0.5306, -2.0060, 2.3816], [1.7619, -1.8604, 2.8993], [1.1781, -0.2693, 3.3094], [2.4955, -1.0348, 0.6722], [2.1365, 0.6076, 1.1880], [4.4139, -0.8718, 1.7543], [4.0611, 0.5995, 2.3288], [-1.1204, -1.9873, -1.5083], [-1.3836, -0.8665, -2.8375], [1.0177, -1.1197, -2.0712], [0.6475, -0.2154, -0.6186], [0.9206, 1.4067, -4.1860]], "nbo_charge": [-0.25, -0.44, 0.87, -0.54, -0.43, -0.40, -0.41, -0.22, -0.84, -0.54, -0.54, 0.79, -0.55, -0.70, 0.22, 0.24, 0.26, 0.26, 0.26, 0.24, 0.21, 0.18, 0.22, 0.23, 0.21, 0.17, 0.18, 0.37, 0.37, 0.27, 0.27, 0.27, 0.25, 0.52]}

=====

[8]
{"formula": "C4H11O3", "method": "ωB97M-V/def2-TZVPD", "s_squared": 0.755, "homo_lumo_gap_ev": [11.28, 8.10], "multiplicity": 2, "symbols": ["C", "O", "C", "C", "C", "O", "H", "H", "H", "H", "H", "H", "H", "H", "H", "H", "H", "O"], "coordinates": [[-1.1311, 2.2911, -0.4124], [-1.4958, 2.8137, -1.6972], [-0.0951, 1.1940, -0.5501], [0.3143, 0.4017, 0.6623], [0.3705, -1.2087, 0.5094], [-0.4770, -1.9332, 1.2365], [-0.7896, 3.0757, 0.2129], [-1.9965, 1.7758, -0.0261], [-0.5513, 2.7343, -2.1119], [0.8391, 1.5940, -0.9613], [-0.5562, 0.3994, -1.2042], [1.3420, 0.6347, 0.9285], [-0.2802, 0.5627, 1.5650], [1.4479, -1.2476, 0.8918], [0.3233, -1.3954, -0.5656], [1.7425, -4.0591, 0.4312], [0.2024, -3.4480, 0.7000], [0.7909, -4.1851, 0.3909]], "mulliken_spin": [0.00, 0.00, 0.00, 0.06, -0.01, 0.81, 0.00, 0.00, 0.00, 0.00, 0.00, 0.00, 0.00, 0.12, 0.01, 0.00, 0.00, 0.01]}

=====

The energy results, record by record, are as follows: -1528.976564, -723.103133, -915.762563, -358.035666, -3072.687113, -3059.489591, -996.181701, -384.588302 Eh.
The ΔE to the lowest compared entry with this formula, charge and spin results, record by record, are as follows: 1656.4, 171.2, 307.5, 37.3, 71.5, 16.3, 0.0, 72.7 kJ/mol.
The maximum force results, record by record, are as follows: 17.27, 4.67, 3.37, 0.42, 4.95, 2.28, 0.75, 3.66 eV/A.